# C9H21ClIO2P2Ti

C9H21ClIO2P2Ti as an isolated structure at a distorted geometry (wB97M-V/def2-TZVPD, the Open Molecules 2025 dataset).

Its LUMO energy (spin up / spin down) is -8.39 / -8.51 eV. The value obtained for the HOMO-LUMO gap (spin up / spin down) is 6.990 / 6.858 eV.

Structure (ORCA input):
```
! wB97M-V def2-TZVPD RIJCOSX def2/J DEFGRID3
* xyz 2 2
C 0.000 -0.039 2.562
P -2.432 -0.056 1.254
C 0.010 1.372 -4.886
H -3.098 2.163 1.932
H -2.577 -0.582 -1.092
O 0.000 -0.233 3.733
H -0.879 0.155 -6.423
C -3.334 1.149 2.267
H -3.036 1.043 3.316
C 0.006 0.778 -6.274
H 3.132 2.116 1.931
I 0.000 0.026 -3.061
C 3.060 0.099 -0.427
H -2.857 1.157 -0.784
Ti -0.001 -0.133 0.587
Cl -0.018 -2.334 0.072
O 0.019 2.538 -4.620
H 2.593 -2.504 1.223
H 2.869 1.117 -0.786
H -4.413 0.978 2.183
H 0.886 0.148 -6.425
H -2.631 -2.465 1.229
C 3.061 -1.706 1.809
H 4.151 -1.732 1.687
C -3.061 0.141 -0.424
H -4.176 -1.670 1.696
H -4.143 -0.030 -0.384
C 3.351 1.097 2.266
H 4.427 0.909 2.182
H 0.010 1.618 -6.979
H -2.835 -1.808 2.872
H 3.051 0.996 3.315
H 2.566 -0.618 -1.095
H 2.811 -1.852 2.866
C -3.085 -1.660 1.815
H 4.141 -0.086 -0.388
P 2.431 -0.092 1.251
*
```

Partial atomic charges computed with the Mulliken method, in multiples of e:
1 C 0.525
2 P 1.056
3 C 0.467
4 H 0.383
5 H 0.311
6 O -0.264
7 H 0.318
8 C -1.131
9 H 0.387
10 C -0.882
11 H 0.383
12 I -0.045
13 C -1.107
14 H 0.409
15 Ti -0.366
16 Cl -0.263
17 O -0.327
18 H 0.344
19 H 0.409
20 H 0.404
21 H 0.317
22 H 0.344
23 C -1.174
24 H 0.436
25 C -1.107
26 H 0.436
27 H 0.400
28 C -1.131
29 H 0.404
30 H 0.319
31 H 0.383
32 H 0.386
33 H 0.311
34 H 0.383
35 C -1.174
36 H 0.399
37 P 1.058

=====

# C48H82O19

A 12-piece molecular cluster, C48H82O19 overall at a distorted geometry (wB97M-V/def2-TZVPD, the Open Molecules 2025 dataset).

Its LUMO energy is 0.14 eV. The value obtained for the HOMO-LUMO gap is 9.679 eV.

Structure (ORCA input):
```
! wB97M-V def2-TZVPD RIJCOSX def2/J DEFGRID3
* xyz 0 1
H 1.123 7.024 -3.350
C -6.254 3.201 -2.829
H 4.690 -1.912 -9.248
H -9.078 2.375 -2.197
C 10.182 3.284 1.534
H -6.091 2.162 -3.116
H -5.592 1.445 8.711
H -9.145 4.159 -2.019
H -0.173 5.924 -3.429
H 0.987 7.826 8.138
C -9.005 -3.346 0.838
H -5.486 3.833 -3.274
H -6.954 -3.919 2.538
H 2.380 5.252 8.602
H -8.822 -5.670 3.126
H -5.181 -3.964 -8.073
H 8.394 5.588 3.099
H 0.699 3.852 7.833
H 8.031 3.238 1.898
C -8.493 3.290 -2.107
H -1.766 7.717 -4.015
H 10.191 2.399 2.169
H -8.174 1.086 7.129
H -6.000 -5.869 -5.896
H 5.573 -6.086 -9.974
H 8.833 1.824 -7.633
H 6.010 -5.560 -8.421
H 1.490 -0.307 1.222
H -4.847 -3.828 -6.241
H -0.263 4.507 9.032
O -8.435 1.649 9.090
H 8.816 4.142 4.008
O -7.719 3.573 0.265
O 11.118 5.988 3.479
O -0.430 8.515 -1.510
O 5.868 -5.812 -1.393
H 9.242 3.040 -5.178
C -0.459 -6.569 6.426
O 0.969 -5.962 8.120
H 6.244 -7.583 -2.200
H 0.300 0.332 -2.336
H -0.108 -2.064 -0.852
H -1.502 -6.496 6.118
C -8.613 -5.213 2.159
H 7.332 4.540 -4.982
H -0.171 8.331 -4.650
H 1.477 -0.773 -1.741
C 5.417 -5.257 -9.284
H -6.003 3.826 8.820
H 5.505 3.896 -6.835
C 10.513 5.034 3.041
H 8.291 1.671 -5.218
C 0.655 -0.134 -1.417
H -8.966 -2.345 1.267
C -7.949 2.935 9.366
H 0.134 -8.683 6.626
C 1.414 5.755 8.647
C 5.751 -3.859 -9.772
C 1.474 6.931 7.750
O -9.553 -4.183 1.894
O -1.401 10.166 -2.755
C -0.431 -1.023 -0.848
H -8.816 -6.013 1.446
H 0.265 7.033 5.887
C -7.613 3.556 -3.322
C 3.882 -3.832 -8.428
O 11.072 4.292 2.093
H 7.052 -8.291 0.313
H -8.198 -5.479 -7.655
C 0.666 6.336 6.623
O 2.721 -3.618 -7.998
H -1.512 -0.028 0.840
H -6.521 -5.343 1.642
H 0.543 6.990 -0.942
O 4.119 -5.096 -8.830
C 4.999 -2.876 -8.842
H 6.302 3.151 -4.735
H -0.985 -5.272 8.145
H 1.543 -7.949 8.583
C 0.063 6.940 -3.112
O 7.169 3.011 -7.563
C 6.520 -5.186 -0.460
H -1.095 6.586 -1.292
O -6.290 3.325 -1.469
H -1.087 -8.228 7.594
C -7.537 3.434 -0.936
C -7.633 1.017 8.072
H 2.487 7.294 7.578
C 8.497 2.719 -7.109
C -7.570 -3.805 0.531
C -7.831 -3.506 -7.019
C -6.289 -5.322 -6.793
H -7.573 4.583 -3.686
H -7.381 -0.015 8.316
H -7.267 3.782 7.651
H -0.720 -1.491 1.333
C 7.074 3.561 -5.386
H 10.378 2.929 0.522
O -6.548 -3.017 -6.969
H -1.315 -0.943 -1.480
C -0.748 8.025 -3.777
O -8.464 3.681 10.174
H 0.451 1.086 1.519
C -0.906 9.062 -2.686
H 8.525 4.767 1.172
H 0.135 -6.663 5.517
H 0.120 -7.318 9.319
H -6.046 -6.014 -7.600
O -0.369 5.616 7.169
C -7.758 -4.976 -6.794
H -5.924 1.841 6.982
H 1.290 5.738 5.959
C 6.591 3.977 -6.785
H 5.492 -2.726 -7.882
C -5.554 -4.011 -7.050
H 0.001 -4.493 6.864
H 5.274 -3.594 -10.715
H 9.125 3.574 -7.360
C 0.606 0.225 0.869
H -8.354 -5.181 -5.905
C -6.340 1.770 7.987
H 6.606 -6.241 1.377
C -7.319 -4.613 1.782
H -9.542 -3.168 -0.093
C 8.813 3.997 1.889
C 0.308 4.817 8.157
O 6.623 -3.976 -0.463
H -6.883 -2.974 0.369
H 5.003 -7.727 -0.867
C -6.788 3.181 8.424
C 0.662 -7.343 8.373
H 1.279 6.020 9.696
C 7.145 -7.424 -0.340
H -7.767 -4.289 -0.426
C 5.919 -7.249 -1.215
C -0.637 -0.649 0.646
C 8.316 2.681 -5.627
C -0.161 -7.807 7.204
H 8.191 -5.915 0.834
H 6.818 4.981 -7.145
O 0.797 0.838 -0.402
O -8.760 -2.696 -6.945
C 7.193 -6.149 0.463
C -0.257 7.177 -1.659
C -0.183 -5.413 7.420
H 8.036 -7.717 -0.895
H 6.792 -3.544 -9.841
C 9.076 4.738 3.134
H -8.039 2.954 -4.125
*
```

Mulliken population analysis, charges in e, atoms 1 to 99:
1 H 0.256
2 C -0.347
3 H 0.316
4 H 0.332
5 C -0.387
6 H 0.235
7 H 0.277
8 H 0.206
9 H 0.308
10 H 0.246
11 C -0.431
12 H 0.311
13 H 0.233
14 H 0.261
15 H 0.307
16 H 0.269
17 H 0.237
18 H 0.274
19 H 0.342
20 C -0.343
21 H 0.249
22 H 0.247
23 H 0.278
24 H 0.257
25 H 0.304
26 H 0.281
27 H 0.244
28 H 0.259
29 H 0.255
30 H 0.301
31 O -0.345
32 H 0.250
33 O -0.596
34 O -0.580
35 O -0.340
36 O -0.336
37 H 0.284
38 C -0.505
39 O -0.420
40 H 0.269
41 H 0.295
42 H 0.262
43 H 0.292
44 C -0.394
45 H 0.225
46 H 0.274
47 H 0.241
48 C -0.351
49 H 0.332
50 H 0.235
51 C 0.568
52 H 0.256
53 C -0.374
54 H 0.223
55 C 0.473
56 H 0.370
57 C -0.463
58 C -0.512
59 C -0.486
60 O -0.402
61 O -0.560
62 C -0.481
63 H 0.225
64 H 0.373
65 C -0.516
66 C 0.496
67 O -0.352
68 H 0.306
69 H 0.209
70 C -0.495
71 O -0.621
72 H 0.213
73 H 0.325
74 H 0.287
75 O -0.309
76 C -0.383
77 H 0.326
78 H 0.286
79 H 0.282
80 C -0.465
81 O -0.417
82 C 0.519
83 H 0.237
84 O -0.338
85 H 0.225
86 C 0.509
87 C -0.372
88 H 0.287
89 C -0.356
90 C -0.517
91 C 0.478
92 C -0.500
93 H 0.261
94 H 0.294
95 H 0.234
96 H 0.314
97 C -0.397
98 H 0.343
99 O -0.352

=====

# C6H7NO2

One molecule with the formula C6H7NO2 at a distorted geometry (wB97M-V/def2-TZVPD, the Open Molecules 2025 dataset).

Its LUMO energy is 0.70 eV. The value obtained for the HOMO-LUMO gap is 8.882 eV.

Structure (ORCA input):
```
! wB97M-V def2-TZVPD RIJCOSX def2/J DEFGRID3
* xyz 0 1
C -2.769 0.970 0.093
H -3.604 1.441 -0.094
H 3.226 -0.858 1.236
H -3.893 -1.184 -0.378
H -0.700 2.111 0.388
O 1.630 1.484 -0.320
H 0.619 -1.381 0.423
H 2.950 -1.471 -0.438
C 2.993 -0.461 0.043
N 0.574 -0.560 -0.054
H 3.830 0.082 -0.472
C -2.898 -0.411 -0.167
C -0.759 -0.136 -0.056
O -1.640 -1.032 -0.192
C -1.277 1.110 0.127
C 1.719 0.296 -0.141
*
```

Partial atomic charges computed with the Mulliken method, in multiples of e:
1 C -0.705
2 H 0.448
3 H 0.240
4 H 0.277
5 H 0.268
6 O -0.547
7 H 0.240
8 H 0.326
9 C -1.083
10 N -0.145
11 H 0.308
12 C -0.108
13 C 0.242
14 O -0.383
15 C -0.070
16 C 0.694

=====

# C4H9N

One molecule with the formula C4H9N at a distorted geometry (wB97M-V/def2-TZVPD, the Open Molecules 2025 dataset).

Its LUMO energy is 1.07 eV. The value obtained for the HOMO-LUMO gap is 9.797 eV.

Structure (ORCA input):
```
! wB97M-V def2-TZVPD RIJCOSX def2/J DEFGRID3
* xyz 0 1
H 0.953 1.370 0.809
H -0.865 -0.507 -1.159
H 1.790 -1.276 -1.135
H 0.515 -2.301 -0.449
H -0.032 1.961 -0.528
C 0.088 -0.188 -0.384
H -1.527 1.346 1.193
N -1.153 -0.480 0.226
C -1.842 0.335 0.940
C 1.046 -1.356 -0.343
H 1.576 -1.375 0.615
H 1.575 1.285 -0.848
C 0.680 1.186 -0.235
H -2.805 0.000 1.298
*
```

Partial atomic charges computed with the Mulliken method, in multiples of e:
1 H 0.343
2 H 0.248
3 H 0.336
4 H 0.350
5 H 0.352
6 C 0.809
7 H 0.232
8 N -0.451
9 C -0.410
10 C -1.227
11 H 0.280
12 H 0.410
13 C -1.532
14 H 0.260

=====

# C4H5ClSi

One molecule with the formula C4H5ClSi at a distorted geometry (wB97M-V/def2-TZVPD, the Open Molecules 2025 dataset).

Its LUMO energy is -1.07 eV. The value obtained for the HOMO-LUMO gap is 7.469 eV.

Structure (ORCA input):
```
! wB97M-V def2-TZVPD RIJCOSX def2/J DEFGRID3
* xyz 0 1
H -0.417 -2.560 0.443
H -0.903 1.526 -0.678
C 0.149 1.391 -0.300
C 0.276 -0.729 0.979
C -0.299 -1.467 0.029
H 1.670 0.828 1.106
H 0.510 -1.254 1.850
Si -0.743 -1.016 -1.821
Cl 0.974 2.859 -0.727
H -1.985 -0.189 -1.500
C 0.767 0.611 0.619
*
```

Partial atomic charges computed with the Mulliken method, in multiples of e:
1 H 0.265
2 H 0.392
3 C -0.394
4 C -0.405
5 C -0.266
6 H 0.365
7 H 0.373
8 Si 0.076
9 Cl -0.210
10 H -0.076
11 C -0.121

=====

# C9H8BrIO

C9H8BrIO as an isolated structure at a distorted geometry (wB97M-V/def2-TZVPD, the Open Molecules 2025 dataset).

Its LUMO energy is -0.50 eV. The value obtained for the HOMO-LUMO gap is 8.841 eV.

Structure (ORCA input):
```
! wB97M-V def2-TZVPD RIJCOSX def2/J DEFGRID3
* xyz 0 1
C -2.314 -0.252 0.243
C -1.129 0.239 -0.429
H -0.038 -0.889 1.739
H -0.934 -2.024 2.846
Br -2.930 -1.969 -0.824
C 0.502 0.569 -2.244
H -0.777 -2.378 1.094
H 2.238 1.811 -1.845
C -2.163 -0.644 1.689
C -0.328 1.064 0.331
H -1.253 -0.873 -2.205
H 1.550 2.273 0.353
I -3.908 1.108 -0.094
H -0.760 1.412 1.238
C -0.631 -0.116 -1.688
O -2.810 -0.204 2.593
H 0.830 0.195 -3.264
C 0.869 1.647 -0.171
C 1.253 1.408 -1.499
C -0.908 -1.464 1.870
*
```

Partial atomic charges computed with the Mulliken method, in multiples of e:
1 C -0.250
2 C 0.443
3 H 0.329
4 H 0.350
5 Br -0.094
6 C -0.580
7 H 0.281
8 H 0.310
9 C 0.644
10 C -0.477
11 H 0.225
12 H 0.414
13 I 0.253
14 H 0.536
15 C -0.256
16 O -0.491
17 H 0.276
18 C -0.669
19 C -0.250
20 C -0.992

=====

# C6H10ClN

One molecule with the formula C6H10ClN at a distorted geometry (wB97M-V/def2-TZVPD, the Open Molecules 2025 dataset).

Its LUMO energy (spin up / spin down) is 0.93 / -0.55 eV. The value obtained for the HOMO-LUMO gap (spin up / spin down) is 8.531 / 8.106 eV.

Structure (ORCA input):
```
! wB97M-V def2-TZVPD RIJCOSX def2/J DEFGRID3
* xyz 0 3
H -3.112 1.160 0.025
C 0.886 0.130 0.535
H 0.875 0.175 -0.606
C -0.677 -0.117 0.704
H -2.057 2.201 -0.567
H 1.253 1.286 0.725
C 1.547 -0.947 1.242
C -0.881 -0.367 -1.569
C 2.949 -1.269 0.840
C -2.428 1.251 -0.738
H 2.754 -1.826 -0.026
H 3.451 -1.981 1.393
H 3.477 -0.387 0.737
Cl -1.721 0.016 -3.101
N -1.412 0.263 -0.536
H -1.202 0.558 1.495
H -0.773 -1.187 1.059
H -2.929 1.041 -1.610
*
```

Partial atomic charges computed with the Mulliken method, in multiples of e:
1 H 0.401
2 C -0.125
3 H 0.331
4 C -0.508
5 H 0.379
6 H 0.275
7 C -0.242
8 C -0.392
9 C -1.104
10 C -1.103
11 H 0.300
12 H 0.401
13 H 0.317
14 Cl -0.236
15 N 0.265
16 H 0.316
17 H 0.268
18 H 0.456